The following is a quantum chemistry calculation of 3 unconnected molecules or ions with the total composition C4H8O3, from the OMol25 dataset.

```
! wB97M-V def2-TZVPD RIJCOSX def2/J DEFGRID3
* xyz 0 1
C 0.0273 0.2532 -1.5839
C -0.2367 -0.6487 -0.4204
O -1.5202 -1.1440 -0.4343
C 0.5373 -0.9735 0.6242
O 1.9048 -0.9656 0.5812
C 0.9059 1.7455 1.4738
O 1.9787 1.4534 1.7230
H -0.8326 0.9315 -1.6566
H 0.9257 0.8575 -1.4446
H 0.0902 -0.2770 -2.5390
H -2.4161 1.0112 0.2153
H -1.4945 -1.9458 0.1046
H 0.0534 -1.3466 1.5332
H 2.2605 -0.6440 1.4194
H -2.1837 1.6928 0.4042
*
```

Summary:
highest occupied orbital energy = -8.28 eV
orbital gap = 0.3360 Ha
molecular weight = 104.10 g mol⁻¹
calculated total energy = -10417.758 eV


The following is a quantum chemistry calculation of C4H8O3 in the gas phase, from the OMol25 dataset.

```
! wB97M-V def2-TZVPD RIJCOSX def2/J DEFGRID3
* xyz 0 1
C 0.0654 -0.8781 -1.4766
C 0.7360 -0.4789 -0.1826
O 1.7588 0.4580 -0.4288
C -0.2950 0.1052 0.7505
O 0.3115 0.5052 1.9769
C -1.1620 1.2508 0.2856
O -2.3645 1.1994 0.4165
H 0.7671 -1.3814 -2.1412
H -0.7745 -1.5512 -1.2666
H -0.3231 0.0126 -1.9812
H 1.1431 -1.3701 0.3301
H 2.0505 0.7662 0.4428
H -1.0001 -0.7067 1.0459
H -0.2526 -0.1895 2.3626
H -0.6309 2.1424 -0.1045
*
```

Summary:
highest occupied orbital energy = -9.84 eV
orbital gap = 0.3824 Ha
molecular weight = 104.10 g mol⁻¹
SMILES string = C[C@@H](O)[C@@H](O)C=O
calculated total energy = -10418.772 eV